DFT (ωB97M-V/def2-TZVPD) results for C12H32AlN4O4 as an isolated structure in a non-equilibrium geometry.

Kohn-Sham gap: 5.3 eV
DFT total energy: -33709.9451 eV
total charge: -1

Each line ends with the natural charge from an NBO analysis.
Positions of all 53 atoms, in Å:
1 C -0.97 -2.32 -4.30  -0.65
2 C 0.24 -1.68 -3.33  -0.06
3 O 0.15 -0.22 -3.51  -0.60
4 C 0.63 0.51 -2.33  -0.62
5 Al 2.58 1.16 -2.69  1.26
6 N 2.66 3.09 -2.62  -1.40
7 H -1.87 -1.58 -4.40  0.21
8 H -1.35 -3.37 -3.88  0.19
9 H -0.46 -2.45 -5.37  0.20
10 H 0.09 -2.03 -2.20  0.16
11 H 1.32 -2.05 -3.68  0.18
12 H 0.52 -0.06 -1.31  0.19
13 H 0.00 1.52 -2.25  0.15
14 H 3.51 0.42 -1.65  -0.44
15 H 2.91 0.67 -4.19  -0.46
16 H 1.68 3.50 -2.55  0.35
17 H 3.09 3.51 -3.48  0.34
18 C 1.08 1.79 2.26  -0.72
19 C 0.79 0.47 1.61  0.67
20 O 1.31 0.12 0.56  -0.57
21 N -0.10 -0.36 2.24  -0.65
22 C -0.81 -0.13 3.48  -0.41
23 H 1.80 2.35 1.65  0.27
24 H 0.16 2.38 2.33  0.22
25 H 1.51 1.64 3.25  0.22
26 H -0.25 -1.24 1.76  0.40
27 H -0.54 -0.92 4.18  0.18
28 H -1.88 -0.18 3.26  0.19
29 H -0.58 0.84 3.91  0.22
30 C 3.39 -4.07 4.73  -0.72
31 C 2.84 -2.92 3.93  0.67
32 O 3.55 -1.99 3.55  -0.61
33 N 1.51 -2.94 3.63  -0.63
34 C 0.53 -3.94 3.98  -0.41
35 H 4.46 -3.93 4.89  0.24
36 H 2.90 -4.12 5.70  0.22
37 H 3.25 -5.01 4.18  0.22
38 H 1.21 -2.14 3.09  0.42
39 H 0.10 -4.34 3.06  0.20
40 H -0.25 -3.46 4.57  0.19
41 H 0.97 -4.76 4.56  0.21
42 C -2.28 3.33 -3.17  -0.73
43 C -2.54 3.39 -1.69  0.68
44 O -1.65 3.61 -0.87  -0.62
45 N -3.82 3.20 -1.26  -0.63
46 C -4.99 2.93 -2.06  -0.41
47 H -1.21 3.50 -3.36  0.26
48 H -2.54 2.34 -3.55  0.24
49 H -2.85 4.10 -3.68  0.21
50 H -3.93 3.25 -0.25  0.39
51 H -5.72 3.73 -1.88  0.19
52 H -5.41 1.97 -1.75  0.19
53 H -4.76 2.89 -3.13  0.22

---

DFT (ωB97M-V/def2-TZVPD) results for C12H32Br2MnO4 as an isolated structure in a non-equilibrium geometry.

⟨S²⟩: 8.78
Kohn-Sham gap (spin up / spin down): 3.3 / 3.0 eV
DFT total energy: -192549.8879 eV
2S+1: 6
total charge: 0

Each line ends with the Mulliken spin population.
Positions of all 51 atoms, in Å:
1 Mn -0.42 1.30 1.93  4.81
2 Br 0.99 0.78 6.32  0.09
3 Br -1.62 5.59 1.57  0.10
4 C 2.28 -5.38 1.74  0.00
5 C 2.30 -4.16 0.85  0.00
6 C 2.16 -4.54 -0.68  0.00
7 O 1.13 -3.37 1.12  0.00
8 H 2.53 -4.98 2.72  0.00
9 H 2.81 -6.28 1.45  0.00
10 H 1.26 -5.73 1.82  0.00
11 H 3.21 -3.56 0.87  0.00
12 H 2.38 -3.60 -1.17  0.00
13 H 1.12 -4.77 -0.94  0.00
14 H 2.66 -5.48 -0.93  0.00
15 H 0.55 -4.14 1.14  0.00
16 C 6.24 2.24 -0.22  0.00
17 C 5.36 2.55 1.00  0.00
18 C 5.81 3.78 1.84  0.00
19 O 3.95 2.58 0.69  0.00
20 H 6.10 1.20 -0.49  0.00
21 H 7.30 2.44 -0.06  0.00
22 H 6.02 2.99 -0.98  0.00
23 H 5.39 1.67 1.65  0.00
24 H 4.96 4.16 2.40  0.00
25 H 6.29 4.57 1.25  0.00
26 H 6.55 3.62 2.62  0.00
27 H 3.87 3.21 -0.03  0.00
28 C -6.24 0.88 3.57  0.00
29 C -5.78 0.23 2.28  0.00
30 C -6.19 0.93 1.01  0.00
31 O -4.43 0.05 2.47  0.00
32 H -7.28 1.19 3.51  0.00
33 H -5.52 1.68 3.75  0.00
34 H -6.11 0.24 4.44  0.00
35 H -6.14 -0.80 2.22  0.00
36 H -7.07 1.58 1.05  0.00
37 H -6.42 0.22 0.22  0.00
38 H -5.49 1.72 0.75  0.00
39 H -4.37 -0.70 3.07  0.00
40 C -2.17 -0.82 -4.42  0.00
41 C -1.23 0.38 -4.36  0.00
42 C -1.43 1.45 -5.51  0.00
43 O -1.47 0.96 -3.11  0.00
44 H -1.98 -1.47 -5.27  0.00
45 H -3.17 -0.42 -4.57  0.00
46 H -2.35 -1.42 -3.53  0.00
47 H -0.15 0.19 -4.38  0.00
48 H -0.68 2.24 -5.42  0.00
49 H -2.32 2.08 -5.46  0.00
50 H -1.39 1.07 -6.54  0.00
51 H -1.82 1.84 -3.25  0.00

---

DFT (ωB97M-V/def2-TZVPD) results for C12H32FO12S4Tl as an isolated structure in a non-equilibrium geometry.

Kohn-Sham gap: 2.3 eV
DFT total energy: -88259.2690 eV
total charge: +2

Each line ends with the natural charge from an NBO analysis.
Positions of all 62 atoms, in Å:
1 Tl -1.49 31.70 -5.14  0.99
2 F 0.71 29.96 -5.72  -0.56
3 O 3.48 30.99 -9.51  -0.84
4 S 2.71 29.86 -9.92  2.37
5 O 1.89 29.89 -11.07  -0.80
6 O 3.76 28.66 -10.19  -0.59
7 C 4.85 28.92 -11.08  -0.09
8 C 4.63 28.17 -12.39  -0.62
9 C 1.91 29.13 -8.56  -0.91
10 H 5.76 28.55 -10.60  0.25
11 H 4.98 29.99 -11.26  0.22
12 H 4.43 27.11 -12.18  0.23
13 H 5.48 28.24 -13.06  0.26
14 H 3.71 28.50 -12.88  0.25
15 H 2.61 28.98 -7.73  0.26
16 H 1.38 28.24 -8.88  0.28
17 H 1.16 29.84 -8.22  0.28
18 O 2.64 33.65 -2.67  -0.82
19 S 2.28 32.57 -3.49  2.39
20 O 1.10 32.68 -4.30  -0.94
21 O 3.47 32.37 -4.55  -0.55
22 C 3.46 31.29 -5.45  -0.08
23 C 4.68 31.39 -6.28  -0.64
24 C 2.22 31.06 -2.60  -0.93
25 H 2.51 31.30 -6.08  0.34
26 H 3.44 30.37 -4.83  0.28
27 H 5.60 31.36 -5.68  0.30
28 H 4.73 32.34 -6.83  0.27
29 H 4.68 30.55 -6.98  0.24
30 H 1.74 30.32 -3.24  0.26
31 H 1.66 31.24 -1.69  0.30
32 H 3.22 30.69 -2.36  0.29
33 O 4.98 28.63 -5.05  -0.90
34 S 4.46 27.49 -4.36  2.40
35 O 5.23 26.32 -4.18  -0.87
36 O 3.96 28.00 -2.95  -0.74
37 C 3.71 26.98 -1.93  -0.08
38 C 3.01 27.64 -0.76  -0.65
39 C 2.90 27.09 -5.14  -0.90
40 H 4.67 26.57 -1.63  0.23
41 H 3.09 26.18 -2.32  0.19
42 H 3.70 27.98 0.00  0.25
43 H 2.44 26.86 -0.25  0.24
44 H 2.29 28.40 -1.05  0.20
45 H 2.40 26.30 -4.57  0.26
46 H 3.15 26.76 -6.14  0.26
47 H 2.29 27.99 -5.12  0.24
48 O -3.26 27.05 -5.95  -0.84
49 S -1.98 27.60 -5.72  2.41
50 O -1.87 28.95 -5.22  -0.98
51 O -1.21 26.65 -4.72  -0.70
52 C -0.50 27.27 -3.61  -0.07
53 C 0.07 26.16 -2.77  -0.64
54 C -0.98 27.41 -7.16  -0.89
55 H -1.24 27.82 -3.03  0.21
56 H 0.25 27.95 -4.03  0.19
57 H 0.59 25.40 -3.37  0.22
58 H -0.73 25.61 -2.27  0.25
59 H 0.79 26.55 -2.07  0.22
60 H -1.16 26.42 -7.58  0.28
61 H 0.06 27.58 -6.89  0.24
62 H -1.35 28.19 -7.83  0.25

---

DFT (ωB97M-V/def2-TZVPD) results for C12H32FeN2O4P2S5 as an isolated structure in a non-equilibrium geometry.

⟨S²⟩: 8.78
Kohn-Sham gap (spin up / spin down): 7.9 / 5.7 eV
DFT total energy: -131272.6172 eV
2S+1: 6
total charge: +1

Each line ends with the Mulliken spin population.
Positions of all 58 atoms, in Å:
1 Fe -0.07 0.20 -0.30  3.82
2 C 1.22 -2.75 -1.32  -0.01
3 C 2.42 -2.11 -0.64  0.00
4 S 2.34 -0.28 -0.73  0.12
5 C 3.14 0.20 0.84  -0.01
6 C 2.36 -0.21 2.08  0.01
7 S 0.64 0.34 2.01  0.35
8 C -0.39 -2.40 3.32  0.01
9 C -0.01 -3.37 2.52  0.02
10 S -0.36 -2.15 -0.65  0.37
11 H 1.21 -2.54 -2.39  0.01
12 H 1.24 -3.82 -1.16  0.01
13 H 2.45 -2.38 0.42  0.00
14 H 3.34 -2.42 -1.13  0.00
15 H 4.14 -0.22 0.85  0.01
16 H 3.20 1.29 0.78  0.00
17 H 2.36 -1.29 2.22  0.01
18 H 2.81 0.26 2.96  0.01
19 H 0.27 -1.97 4.07  0.00
20 H -1.38 -1.98 3.28  0.00
21 H 0.98 -3.80 2.57  0.00
22 H -0.67 -3.80 1.80  -0.01
23 C -2.31 5.17 -1.85  0.00
24 C -1.19 4.57 -2.68  0.01
25 O -1.38 3.16 -2.81  0.00
26 P -0.55 2.07 -1.99  -0.02
27 S -1.56 0.38 -2.35  0.15
28 S -0.15 2.71 -0.13  0.13
29 O 0.91 2.02 -2.64  0.01
30 C 1.09 2.13 -4.07  0.00
31 C 2.32 1.34 -4.48  0.00
32 H -2.20 6.25 -1.82  0.00
33 H -2.27 4.78 -0.83  0.00
34 H -3.26 4.92 -2.29  0.00
35 H -0.21 4.78 -2.22  0.00
36 H -1.19 4.97 -3.70  0.00
37 H 1.21 3.19 -4.30  0.00
38 H 0.19 1.76 -4.57  0.00
39 H 3.20 1.74 -3.99  0.00
40 H 2.44 1.41 -5.55  0.00
41 H 2.21 0.30 -4.20  0.00
42 N -3.78 -1.42 -0.73  0.00
43 C -4.30 -0.09 -0.37  0.00
44 P -3.32 0.16 1.22  0.02
45 O -3.83 -0.77 2.23  0.01
46 O -1.89 0.04 0.77  -0.01
47 C -3.47 1.97 1.74  0.00
48 N -2.12 2.29 2.24  0.00
49 H -4.28 -1.89 -1.48  0.00
50 H -3.78 -1.98 0.14  0.00
51 H -2.78 -1.29 -1.00  0.00
52 H -5.38 -0.13 -0.19  0.00
53 H -4.07 0.62 -1.16  0.00
54 H -4.21 2.04 2.54  0.00
55 H -3.74 2.63 0.92  0.00
56 H -1.47 2.45 1.41  0.01
57 H -1.73 1.45 2.70  0.00
58 H -2.08 3.09 2.86  0.00